# 1
Below is the ion C5H13N2O with charge +1 in a non-equilibrium geometry, with properties calculated with ωB97M-V/def2-TZVPD.

Structure (XYZ):
```
21
Properties=species:S:1:pos:R:3:nbo_charge:R:1
C 0.8184 0.8058 -1.2702 -0.3489
H 0.5167 1.0106 1.2069 0.2055
C -0.2150 1.9110 -1.3582 0.4638
H -2.7102 -0.5269 0.7467 0.4405
H -0.8672 -0.5702 2.7282 0.2344
N 0.4923 -0.3158 -0.4056 -0.4642
H -0.8567 -1.7753 1.4423 0.2316
H -2.0507 0.8373 1.4789 0.4280
H 0.0873 2.9499 -1.5346 0.1637
H 0.6278 -2.2377 -1.3582 0.2185
N -1.8500 -0.0161 0.9433 -0.7170
C 0.5575 -0.0864 1.0735 -0.2613
C -0.6944 -0.7169 1.6612 -0.2136
C 1.2724 -1.5001 -0.9012 -0.4243
H 1.6825 -2.0060 -0.0147 0.2054
O -1.3632 1.7153 -1.0051 -0.5675
H -1.6084 0.3862 -0.0034 0.4791
H 1.7999 1.2794 -1.2672 0.2121
H 1.5334 -0.2413 1.5444 0.2415
H 0.6812 0.2933 -2.2281 0.2601
H 2.1464 -1.1961 -1.4792 0.2127
```

Values from the calculation:
**HOMO-LUMO gap**: 10.23 eV
**Spin multiplicity**: 1
**LUMO energy**: -3.124 eV
**Net charge**: +1
**SMILES**: CN(CC=O)CC[NH3+]
**E_tot**: -10415.9323 eV

# 2
Below is the ion C5H13N2O with charge +1 in a non-equilibrium geometry, with properties calculated with ωB97M-V/def2-TZVPD.

Structure (XYZ):
```
21
Properties=species:S:1:pos:R:3:nbo_charge:R:1
H -2.3628 0.2692 -1.7178 0.2191
H -2.2683 0.7378 -0.0544 0.2100
H -0.8162 -2.7275 -1.5762 0.2259
N -0.7449 -0.6927 -0.7979 -0.3981
C 0.3785 -0.2367 -0.1864 0.6504
H -1.4159 -1.4127 -2.6712 0.2192
O 1.5184 -0.6618 -0.4994 -0.6497
H 0.2893 -1.5529 -2.3567 0.2405
H 2.0013 1.2258 2.0931 0.4603
H 0.3013 0.0241 2.7117 0.2349
C -0.2963 0.7160 2.0943 -0.6592
C -0.6909 -1.6425 -1.9154 -0.4215
N 1.7416 1.3653 1.0324 -0.6965
H 2.0145 2.2984 0.8379 0.4403
H -1.3291 0.1950 2.0882 0.2673
H -0.2644 1.7361 0.0753 0.2662
H -0.4626 1.6941 2.7027 0.2452
C -2.1314 -0.1314 -0.6759 -0.4266
C 0.3419 0.9967 0.7156 -0.1531
H -2.8424 -0.9262 -0.3976 0.2334
H 2.4213 0.8121 0.4249 0.4917
```

Values from the calculation:
**HOMO-LUMO gap**: 10.03 eV
**Spin multiplicity**: 1
**LUMO energy**: -3.387 eV
**Net charge**: +1
**SMILES**: C[C@@H]([NH3+])C(=O)N(C)C
**E_tot**: -10416.5462 eV

# 3
Below is the ion C5H13N2O with charge +1 in a non-equilibrium geometry, with properties calculated with ωB97M-V/def2-TZVPD.

Structure (XYZ):
```
21
Properties=species:S:1:pos:R:3:nbo_charge:R:1
C 1.9239 1.4727 -0.3983 -0.6435
N -0.8870 -2.5440 1.3250 -0.6541
H 2.6954 1.1798 0.3164 0.2235
H -2.0436 1.2340 -1.6527 0.2340
H -1.6480 -2.2861 1.9489 0.4524
C -0.8355 -0.5916 -0.1055 0.6524
H -0.6732 0.5424 -2.5490 0.2212
H 0.1508 -0.7536 1.8715 0.2464
N -0.4322 0.6303 -0.4497 -0.3930
H 2.0074 0.6986 -1.1649 0.2179
H 0.6615 1.1430 1.3016 0.2026
H 0.9752 -1.6289 0.7667 0.2560
H 0.1455 2.4541 0.3329 0.2269
C -0.9730 1.1705 -1.7120 -0.4118
H 2.2185 2.4173 -0.8456 0.2383
H -0.4834 2.1272 -1.8793 0.2193
C -0.0561 -1.3508 0.9807 -0.3379
H -1.1925 -2.9693 0.4455 0.4750
C 0.5356 1.4379 0.2625 -0.2261
O -1.7825 -1.1877 -0.5896 -0.6330
H -0.3069 -3.1957 1.7950 0.4336
```

Values from the calculation:
**HOMO-LUMO gap**: 9.81 eV
**Spin multiplicity**: 1
**LUMO energy**: -3.577 eV
**Net charge**: +1
**SMILES**: CCN(C)C(=O)C[NH3+]
**E_tot**: -10417.0524 eV

# 4
Below is the ion C5H13N2O with charge +1 in a non-equilibrium geometry, with properties calculated with ωB97M-V/def2-TZVPD.

Structure (XYZ):
```
21
Properties=species:S:1:pos:R:3:nbo_charge:R:1
N 0.1793 -1.5919 3.0496 -0.6414
H 0.9647 -2.0877 2.8472 0.4377
H 1.6657 1.3750 -2.7236 0.3939
C -0.9366 -0.3634 -1.2889 -0.0682
H -0.1033 1.5759 0.2317 0.2526
C -0.0023 -0.4424 2.1458 -0.1592
C 0.8408 -0.1344 1.1058 -0.0815
H 1.5511 1.6879 -0.0720 0.2618
H 0.1479 -1.2304 3.9537 0.4418
H -2.1896 1.1479 -1.8798 0.4946
H -0.6117 -2.2079 2.9821 0.4406
H -0.1172 1.4980 -2.6829 0.3688
O -1.7953 0.7199 -1.0507 -0.7463
C 0.5558 0.1166 -1.3473 -0.0713
H 1.6125 -0.8832 0.7559 0.2100
H -0.8446 0.2871 2.3859 0.2533
N 0.7251 0.9466 -2.5724 -0.8565
H -1.1232 -1.0811 -0.5823 0.1689
H 1.1200 -0.8499 -1.5235 0.2082
H -1.1653 -0.9191 -2.3063 0.1897
C 0.7298 0.8978 -0.0021 -0.4975
```

Values from the calculation:
**HOMO-LUMO gap**: 8.50 eV
**Spin multiplicity**: 1
**LUMO energy**: -3.647 eV
**Net charge**: +1
**SMILES**: N[C@H](CO)C/C=C/[NH3+]
**E_tot**: -10414.5537 eV

# 5
Below is a cluster of 2 separate species, C5H13N2OPS3 in total in a non-equilibrium geometry, with properties calculated with ωB97M-V/def2-TZVPD.

Structure (XYZ):
```
25
Properties=species:S:1:pos:R:3:nbo_charge:R:1
H 0.2314 1.2879 -1.7057 -0.0836
S 0.2058 -1.5519 -1.3517 -0.1427
N -1.8665 2.7421 1.4906 -0.6550
H -2.0403 -0.5913 0.5466 0.2121
H -1.8225 2.0695 2.3317 0.4627
H 3.2998 1.3663 1.3006 0.2387
H 4.8169 0.9256 0.2292 0.2316
H -3.8264 -2.0580 -0.5053 0.2194
C -1.8553 2.8028 0.3147 0.2543
H -2.3594 -1.8656 1.6041 0.2130
H 2.4384 -0.1740 -2.0168 0.4080
O 0.3757 0.6643 0.6358 -1.1049
H 0.1715 -1.3395 1.0472 0.2670
P 0.6772 0.3805 -0.7345 1.7367
H -2.7552 -3.4851 -0.5743 0.2095
S 3.0580 1.9721 -1.0109 0.3439
H -2.3310 -1.9950 -1.5642 0.2175
C -0.4574 -1.9886 0.3565 -0.4939
C -1.9411 -1.6832 0.5290 -0.4374
C -2.7479 -2.3529 -0.5245 -0.6319
H 4.3499 2.7128 0.7429 0.2237
S -1.6262 3.1349 -1.2046 -0.0551
H -0.4066 -3.0290 0.6249 0.2243
N 2.3524 0.3999 -1.1098 -1.1423
C 4.0589 1.6551 0.5484 -0.7157
```

Values from the calculation:
**HOMO-LUMO gap**: 9.48 eV
**Spin multiplicity**: 1
**LUMO energy**: 0.534 eV
**SMILES**: CCCS[P@@H](=O)NSC.N=C=S
**E_tot**: -52217.5597 eV

# 6
Below is the ion C5H13N2S with charge -1 in a non-equilibrium geometry, with properties calculated with ωB97M-V/def2-TZVPD.

Structure (XYZ):
```
21
Properties=species:S:1:pos:R:3:nbo_charge:R:1
H 1.6419 -2.0880 -1.1102 0.1624
S -2.4444 1.4875 -0.1352 -0.7558
H 0.3852 -1.6580 0.5566 0.1791
C 0.4339 0.5546 -1.8323 -0.4222
H -1.6920 -0.2738 2.9471 0.3369
H -0.2832 -0.1035 -2.3408 0.1683
H 2.8546 -1.0929 -0.3163 0.1783
H -0.1402 1.4258 -1.5249 0.2419
H -0.8825 -1.0656 -0.4744 0.1973
C -0.9579 1.4802 0.9776 -0.5322
N 0.9997 -0.0953 -0.6508 -0.4591
C 2.0222 -1.0579 -1.0447 -0.4028
H -0.1809 2.0474 0.4809 0.1881
N -1.5693 -0.6724 2.0250 -0.8713
H 2.4792 -0.7974 -2.0028 0.1835
H 0.3378 0.1418 2.0475 0.1620
C -0.5026 0.0795 1.3398 -0.0668
H 1.2636 0.9106 -2.4546 0.1686
C -0.0452 -0.7460 0.1442 -0.2276
H -2.4235 -0.4839 1.4947 0.3852
H -1.2962 2.0075 1.8737 0.1863
```

Values from the calculation:
**HOMO-LUMO gap**: 6.18 eV
**Spin multiplicity**: 1
**LUMO energy**: 3.718 eV
**Net charge**: -1
**SMILES**: CN(C)C[C@H](N)C[S-]
**E_tot**: -19211.7045 eV

# 7
Below is a cluster of 2 separate species, C5H13N2S in total in a non-equilibrium geometry, with properties calculated with ωB97M-V/def2-TZVPD.

Structure (XYZ):
```
21
Properties=species:S:1:pos:R:3:nbo_charge:R:1
H -0.2356 0.5461 0.4548 0.4876
H 5.2527 0.8549 -0.8137 0.2393
H -3.3737 1.2689 1.0419 0.2446
H 2.8205 0.9845 -1.5396 0.2294
H -3.6736 -0.4088 0.6654 0.2472
N -1.1729 0.0398 0.6812 -0.5899
H -0.0977 -1.7256 1.2095 0.2517
H -2.2435 1.1131 -2.1381 0.3879
H 4.9053 -0.8308 -0.8203 0.2569
C 3.1254 0.4443 -0.5845 -0.2079
C -0.9662 -1.4197 0.6381 -0.4631
S 2.1803 -0.0047 0.6049 -0.0040
C -3.5241 0.5349 0.2249 -0.7012
H -1.3272 0.2591 1.6527 0.4306
C 4.5848 0.1013 -0.3866 -0.6915
H -1.8136 -2.0568 0.9443 0.2427
H -4.4085 0.8674 -0.4028 0.2872
H -0.8051 -1.8759 -0.4584 0.2634
N -1.7124 0.7281 -1.3900 -0.5873
H 4.6999 0.0382 0.6723 0.2368
C -2.2150 0.5417 -0.2561 0.4395
```

Values from the calculation:
**HOMO-LUMO gap**: 8.89 eV
**Spin multiplicity**: 1
**LUMO energy**: -3.471 eV
**Net charge**: +1
**E_tot**: -19202.7368 eV

# 8
Below is a cluster of 2 separate species, C5H13N3 in total in a non-equilibrium geometry, with properties calculated with ωB97M-V/def2-TZVPD.

Structure (XYZ):
```
21
Properties=species:S:1:pos:R:3:nbo_charge:R:1
H 0.9399 1.3595 -2.1540 0.3469
H 1.2918 -1.7725 -0.4755 0.1966
C -1.2091 0.2533 -1.5221 -0.1910
N 1.2087 -0.1300 2.6788 -0.9167
H 2.1884 -1.0381 0.8736 0.2058
H 0.5766 2.9230 -2.4029 0.3545
H -0.4805 -0.4189 -2.0043 0.1811
C -1.0741 1.6824 -2.0413 -0.2589
N 0.3597 2.0892 -1.8414 -0.8284
C 0.1690 -1.0344 2.3881 0.2490
H 1.1823 0.8483 2.3631 0.3971
H 1.4439 -0.1424 3.6922 0.3743
N 0.2397 -1.8538 1.3957 -0.4071
C 1.5359 -1.8729 0.6014 -0.4609
H -2.7456 0.3720 -0.0059 0.1917
H -0.7222 -1.0222 3.0201 0.1590
H -1.3801 1.7044 -3.1026 0.1764
H -1.9180 -1.2949 -0.2278 0.2214
H -1.7100 2.3842 -1.4889 0.1922
H 2.0640 -2.8085 0.7575 0.2048
C -1.9605 -0.2277 -0.5038 -0.3880
```

Values from the calculation:
**HOMO-LUMO gap**: 10.38 eV
**Spin multiplicity**: 1
**LUMO energy**: 1.067 eV
**SMILES**: C/N=C\N.C=CCN
**E_tot**: -9864.1036 eV

# 9
Below is an isolated molecule of C5H13N3 in a non-equilibrium geometry, with properties calculated with ωB97M-V/def2-TZVPD.

Structure (XYZ):
```
21
Properties=species:S:1:pos:R:3:nbo_charge:R:1
H 1.9643 0.8158 0.1837 0.1940
H -0.2098 -1.3026 -1.6697 0.3027
H 0.6664 -1.7824 0.8230 0.2316
H 0.2291 0.3989 2.5671 0.1930
H -1.7799 1.2986 0.1918 0.2266
H -0.6440 2.1956 -0.8160 0.2175
N 1.7902 1.2081 -1.8442 -0.8192
H 1.5237 2.1730 -1.6867 0.3548
H -0.2799 1.9104 0.8860 0.2026
C -0.2538 -0.5173 2.2728 -0.3302
N -0.7658 -0.5274 -1.2986 -0.5293
C -0.1136 -1.0591 1.0340 -0.0805
N -1.4270 -2.1158 0.6592 -0.8521
H 1.2929 0.8838 -2.6665 0.3583
H 1.9267 -0.6078 -0.8577 0.1860
H -1.0287 -0.8499 2.9503 0.2093
H -2.2730 -1.5543 0.5920 0.3536
C -0.7245 1.4707 -0.0081 -0.6469
C 1.4784 0.3777 -0.6918 -0.2453
H -1.3405 -2.5880 -0.2361 0.3547
C -0.0311 0.1719 -0.3846 0.1187
```

Values from the calculation:
**HOMO-LUMO gap (spin up / spin down)**: 8.56 / 7.90 eV
**Spin multiplicity**: 1
**LUMO energy (spin up / spin down)**: -0.331 / -0.472 eV
**E_tot**: -9861.2101 eV

# 10
Below is an isolated molecule of C5H13N3 in a non-equilibrium geometry, with properties calculated with ωB97M-V/def2-TZVPD.

Structure (XYZ):
```
21
Properties=species:S:1:pos:R:3:nbo_charge:R:1
N -0.7791 -0.7785 -0.6225 -0.1442
C 1.9628 0.9756 -0.3523 -0.1684
H -1.8948 1.5388 0.5965 0.2110
C -1.3238 0.8935 1.2611 -0.6333
C 0.6333 1.0332 -0.2980 -0.1835
C -0.2533 0.1292 0.4859 -0.0996
H -1.1999 -2.7195 -0.8057 0.3518
N -1.6675 -0.1364 -1.5111 -0.6809
H 3.5167 0.3986 0.9881 0.2143
H -2.6269 -0.1002 -1.1538 0.3183
N -1.2290 -2.0051 -0.0830 -0.6784
H -2.1829 -1.9477 0.2875 0.3137
H 3.4882 -0.4925 -0.5287 0.2175
H 2.4824 1.7253 -0.9381 0.1918
H 2.3020 -0.8606 0.7209 0.2099
C 2.8580 -0.0579 0.2476 -0.6495
H 0.1159 1.8299 -0.8142 0.2070
H -0.8452 1.5240 2.0076 0.2240
H -1.6645 -0.6251 -2.4020 0.3570
H 0.3072 -0.5264 1.1526 0.2166
H -1.9998 0.2015 1.7615 0.2048
```

Values from the calculation:
**HOMO-LUMO gap**: 9.70 eV
**Spin multiplicity**: 1
**LUMO energy**: 1.028 eV
**SMILES**: C/C=C\[C@@H](C)N(N)N
**E_tot**: -9863.8031 eV

# 11
Below is an isolated molecule of C5H13N3 in a non-equilibrium geometry, with properties calculated with ωB97M-V/def2-TZVPD.

Structure (XYZ):
```
21
Properties=species:S:1:pos:R:3:nbo_charge:R:1
C 1.4246 -0.8031 -0.4568 -0.2603
N 0.8612 -0.8985 0.9447 -0.4074
C 1.5109 1.5004 0.7236 -0.6152
H -0.6712 -2.1644 0.1102 0.1667
H 0.9420 -1.3951 -1.2237 0.1871
C 0.6768 0.3439 0.2050 0.2529
C -0.1736 -1.9018 1.0502 -0.4134
N -0.4598 1.0013 -1.8630 -0.6540
H -1.9701 0.2372 1.0511 0.2065
H -0.9496 1.8565 -2.1315 0.3486
H -0.8721 0.2377 -2.3986 0.3242
H 0.2683 -2.8240 1.4441 0.2058
H 2.5712 1.3834 0.4777 0.2100
N -0.5814 0.7819 -0.4608 -0.3209
C -1.9007 0.3710 -0.0314 -0.4132
H -0.9362 -1.5955 1.7750 0.1946
H -2.6424 1.1419 -0.2724 0.1924
H 1.1952 2.4577 0.2956 0.2223
H 2.5009 -0.7371 -0.5488 0.1974
H 1.4270 1.5699 1.8131 0.2166
H -2.2208 -0.5633 -0.5031 0.1593
```

Values from the calculation:
**HOMO-LUMO gap**: 9.36 eV
**Spin multiplicity**: 1
**LUMO energy**: 0.976 eV
**SMILES**: CN(N)[C@]1(C)CN1C
**E_tot**: -9863.3430 eV

# 12
Below is an isolated molecule of C5H13N3 in a non-equilibrium geometry, with properties calculated with ωB97M-V/def2-TZVPD.

Structure (XYZ):
```
21
Properties=species:S:1:pos:R:3:nbo_charge:R:1
C -0.4001 -0.4819 -0.1826 -0.2123
H -0.5608 0.2367 0.6299 0.1808
H -1.5715 2.3680 -0.5329 0.2051
C -0.6965 2.6881 -1.0846 -0.6102
H 0.7878 -0.2612 -1.9408 0.2087
H 0.9321 1.7065 -0.1277 0.2011
H -0.4345 3.6745 -0.6953 0.2101
N 0.6222 -1.4670 0.1795 -0.6642
N 1.1571 -1.1261 2.4244 -0.7266
N -0.1832 -2.9799 1.8199 -0.8403
H -0.5793 -3.3558 0.9707 0.3857
H -0.8685 -2.8194 2.5474 0.3806
H 1.5502 -1.0724 0.0402 0.3766
H 1.1185 -1.5099 3.3715 0.3416
H 1.2897 2.0201 -1.7856 0.2081
C 0.0057 0.3053 -1.4394 -0.4070
H -1.3157 -1.0126 -0.4010 0.1851
C 0.4703 1.7240 -1.1247 -0.4054
C 0.5596 -1.8169 1.5605 0.5766
H -0.8198 0.2795 -2.1419 0.2048
H -1.0632 2.9005 -2.0875 0.2012
```

Values from the calculation:
**HOMO-LUMO gap**: 10.43 eV
**Spin multiplicity**: 1
**LUMO energy**: 1.009 eV
**SMILES**: [H]/N=C(\N)NCCCC
**E_tot**: -9866.0341 eV